No. 1
C10H13F4N3O | the ωB97M-V functional and the def2-TZVPD basis

Calculated values
SMILES = CCc1c(C)nc(N)nc1OCC(F)(F)C(F)F
LUMO = 0.0332 hartree
E_HOMO = -8.36 eV

ORCA input file:
```
! wB97M-V def2-TZVPD RIJCOSX def2/J DEFGRID3
* xyz 0 1
C 3.1525 0.4701 2.0582
C 1.6675 0.8274 2.1389
C 0.8127 -0.3239 1.7019
C 0.2483 -1.2626 2.5645
C 0.4229 -1.1901 4.0484
N -0.4938 -2.2717 2.1196
C -0.6825 -2.3737 0.8112
N -1.3952 -3.4292 0.3541
N -0.1868 -1.5373 -0.1056
C 0.5442 -0.5384 0.3465
O 1.0719 0.3330 -0.5565
C 0.6965 0.1619 -1.8926
C -0.6460 0.8351 -2.2230
F -1.7076 0.0276 -1.9893
F -0.6937 1.0956 -3.5605
C -0.8987 2.1724 -1.4880
F -1.1196 1.9698 -0.1785
F 0.1780 2.9723 -1.5967
H 3.7612 1.3093 2.3862
H 3.4223 0.2255 1.0339
H 3.3768 -0.3887 2.6877
H 1.4702 1.6765 1.4827
H 1.4127 1.1132 3.1598
H 1.4781 -1.1741 4.3106
H -0.0507 -2.0552 4.5023
H -0.0407 -0.2851 4.4375
H -1.7269 -3.3825 -0.5932
H -1.9312 -3.9421 1.0316
H 1.4636 0.6509 -2.4995
H 0.6112 -0.9014 -2.1442
H -1.7711 2.6896 -1.9175
*
```

These are the Löwdin partial charges, in e, on atoms 1 to 6: C -0.082; C -0.192; C -0.120; C -0.270; C -0.021; N 0.153

---

No. 2
C5H16NS2 | the ωB97M-V functional and the def2-TZVPD basis

Calculated values
LUMO = -0.1172 hartree
Energy relative to the best compared isomer or geometry (same formula, charge and spin) = 15.2 kcal per mole
E_HOMO = -11.85 eV

ORCA input file:
```
! wB97M-V def2-TZVPD RIJCOSX def2/J DEFGRID3
* xyz 1 1
C -1.8293 2.4778 -0.3037
S -1.8084 0.6425 -0.2679
S -1.3356 0.2286 1.7267
C -0.5904 -1.4345 1.5900
H -2.5835 2.8798 0.3828
H -0.8544 2.8988 -0.0338
H -2.0801 2.7647 -1.3142
H 0.4709 -1.3810 1.2873
H -0.6885 -1.8811 2.5635
H -1.1518 -2.0615 0.8618
C 2.3208 -0.1093 -0.5954
C 1.8216 -1.3191 -1.4087
C 2.7893 -2.4877 -1.2577
N 1.3543 1.0373 -0.7478
H 2.4086 -0.3185 0.4484
H 3.2890 0.2347 -0.9651
H 1.7213 -1.0299 -2.4450
H 0.8201 -1.5990 -1.0559
H 3.7910 -2.2253 -1.6290
H 2.8674 -2.7851 -0.1847
H 2.4098 -3.3514 -1.8185
H 1.2709 1.2674 -1.7323
H 0.4163 0.7792 -0.3961
H 1.6455 1.8474 -0.2227
*
```

These are the Löwdin partial charges, in e, on atoms 1 to 6: C -0.426; S 0.453; S 0.473; C -0.450; H 0.048; H 0.025

---

No. 3
C48H116N8O20 | the ωB97M-V functional and the def2-TZVPD basis

Calculated values
LUMO = 0.0113 hartree
Energy relative to the best compared isomer or geometry (same formula, charge and spin) = 20.6 kcal per mole
E_HOMO = -8.52 eV

ORCA input file:
```
! wB97M-V def2-TZVPD RIJCOSX def2/J DEFGRID3
* xyz 0 1
C -2.3264 3.1504 5.3286
O -1.2368 3.4915 4.4711
C -1.4648 4.7152 3.8398
C -0.2225 5.3887 3.2815
O -0.0689 4.9869 1.9593
C 1.1210 5.6427 1.4193
H -2.5493 2.0945 5.2489
H -3.1921 3.6412 4.8717
H -2.0540 3.4559 6.3415
H -1.8238 5.3234 4.6931
H -2.2467 4.7430 3.1049
H 0.6881 5.1077 3.8553
H -0.3777 6.4310 3.3288
H 2.0261 5.1089 1.6768
H 1.1847 6.6128 1.9061
H 1.0593 5.8214 0.3093
C -1.2330 -3.7461 -3.6774
O 0.1811 -4.0108 -3.7200
C 0.4125 -5.0899 -4.5882
C 1.8445 -5.5490 -4.4779
O 2.0366 -6.2242 -3.1841
C 3.2721 -5.9688 -2.6446
H -1.8067 -4.4850 -3.1569
H -1.8099 -3.6921 -4.6964
H -1.5470 -2.8757 -3.1009
H 0.2796 -4.8353 -5.6398
H -0.1676 -5.9903 -4.2349
H 2.4860 -4.6746 -4.7470
H 1.9476 -6.2764 -5.3124
H 3.2784 -4.9957 -2.1499
H 4.0909 -5.9543 -3.3885
H 3.4646 -6.7998 -1.9703
C 4.2023 6.2667 -0.7708
O 3.6058 5.3401 -1.6964
C 3.5662 5.8337 -3.0691
C 4.0885 4.7638 -3.9493
O 5.4713 4.6736 -3.6595
C 6.0209 3.5240 -4.2568
H 3.4954 7.0303 -0.6489
H 5.1305 6.7244 -1.1885
H 4.3706 5.7688 0.1270
H 4.1343 6.7660 -3.2174
H 2.4982 6.0259 -3.3226
H 3.8988 5.0500 -5.0140
H 3.6356 3.7899 -3.7903
H 5.8551 2.6056 -3.6827
H 7.1183 3.7635 -4.4055
H 5.6011 3.3839 -5.2579
C -0.2363 0.6037 4.4830
O 0.3697 -0.5846 4.6450
C -0.5134 -1.5986 4.9001
C 0.2102 -2.7456 5.5580
O 0.9911 -3.4447 4.5858
C 1.7519 -4.4637 5.2013
H -0.5664 1.0489 5.4042
H -1.0669 0.4241 3.7899
H 0.3730 1.2695 3.8967
H -1.0904 -1.8763 3.9621
H -1.3261 -1.2438 5.6497
H -0.4805 -3.4348 6.0761
H 0.8605 -2.2266 6.3975
H 2.4892 -4.7461 4.4824
H 1.0955 -5.3016 5.4418
H 2.1890 -4.1086 6.1596
C -0.1717 -7.3923 -0.8363
O -0.6298 -6.5702 0.2134
C 0.3529 -5.6164 0.6543
C 0.2803 -4.2374 -0.1608
O 1.3920 -3.4477 0.1457
C 1.3208 -2.8842 1.4583
H -1.0944 -7.8145 -1.3078
H 0.3952 -8.2722 -0.4697
H 0.3375 -6.8226 -1.6036
H 1.3852 -5.8541 0.6180
H 0.2310 -5.4209 1.7172
H -0.6877 -3.6536 -0.1456
H 0.4369 -4.5529 -1.2324
H 2.2760 -2.4320 1.7388
H 1.0432 -3.6710 2.1802
H 0.6101 -2.0449 1.4694
C 1.3522 -0.1259 -2.3181
O 0.5736 0.1564 -1.2326
C -0.7069 -0.4403 -1.2106
C -1.3696 -0.1135 0.0893
O -2.0167 1.1574 0.0574
C -2.0100 1.8597 1.2565
H 1.9228 -1.0704 -2.2457
H 2.2086 0.5697 -2.3167
H 0.8026 -0.1540 -3.2769
H -0.5489 -1.5701 -1.1919
H -1.2679 -0.1821 -2.1636
H -0.5702 -0.0966 0.8012
H -2.0990 -0.8642 0.2752
H -0.9895 2.1418 1.5650
H -2.4637 1.3187 2.0424
H -2.5622 2.7347 1.0435
C -2.2090 4.7023 -1.1027
C -0.8061 4.6686 -1.7519
O -0.4537 5.2582 -2.7551
N -0.0308 3.7812 -1.0584
C 1.3949 3.3900 -1.2238
H -2.1410 5.1337 -0.1184
H -2.6409 3.6904 -1.0240
H -2.9192 5.2619 -1.6398
H -0.4643 3.5025 -0.1791
H 2.0141 3.8729 -0.4353
H 1.6698 3.8025 -2.1589
H 1.5773 2.3120 -1.2497
C 0.0328 -1.4502 -7.1159
C 1.4341 -1.4330 -6.5124
O 1.9924 -2.4862 -6.1804
N 1.9907 -0.2136 -6.3290
C 3.2804 -0.0004 -5.7258
H -0.4794 -0.5188 -6.9307
H -0.6180 -2.2318 -6.7857
H 0.1329 -1.6700 -8.1935
H 1.3841 0.5854 -6.5788
H 4.1313 -0.0146 -6.4253
H 3.4565 -0.8866 -5.1000
H 3.3124 0.9436 -5.1486
C 4.6806 -2.0975 4.1566
C 4.2204 -1.2888 2.9575
O 4.9669 -1.2571 1.9613
N 2.9880 -0.7284 3.0161
C 2.5670 0.2981 2.0435
H 3.8824 -2.5512 4.7989
H 5.2239 -1.5123 4.9299
H 5.4412 -2.7218 3.7811
H 2.4812 -0.7583 3.8558
H 2.9441 1.3010 2.2898
H 1.5076 0.4344 2.1858
H 2.8099 -0.0763 1.0267
C 5.1034 -1.3619 -1.8411
C 4.8486 0.1031 -1.9751
O 4.6833 0.6895 -3.0474
N 4.8992 0.8179 -0.8225
C 4.9269 2.2290 -0.9116
H 4.9983 -1.7355 -0.8303
H 6.0770 -1.6557 -2.2235
H 4.3678 -1.9598 -2.3983
H 5.0988 0.3090 -0.0009
H 4.8067 2.7333 0.0388
H 4.2390 2.6889 -1.6497
H 5.9314 2.5544 -1.2305
C -2.1085 -5.2580 3.5913
C -2.8123 -4.3943 2.5412
O -3.4319 -3.3502 2.7866
N -2.9311 -4.9359 1.3188
C -3.6743 -4.2102 0.2890
H -2.2734 -6.3162 3.4513
H -2.5564 -4.8938 4.5457
H -1.0548 -5.0150 3.4832
H -2.2481 -5.6171 0.9992
H -3.2376 -3.4115 -0.3191
H -4.6082 -3.8143 0.7293
H -4.0312 -4.9237 -0.4181
C 1.3268 4.1994 -6.4710
C 0.3279 3.1345 -6.0322
O 0.3609 1.9858 -6.5155
N -0.5493 3.4854 -5.0192
C -1.5211 2.4952 -4.5898
H 2.2611 3.8934 -6.0881
H 1.1790 5.2427 -6.1094
H 1.3645 4.1144 -7.5406
H -0.5044 4.3988 -4.5282
H -1.1658 1.8934 -3.7072
H -1.6248 1.7587 -5.4214
H -2.4743 2.9277 -4.4221
C -7.9456 3.7223 4.6449
C -8.8098 2.5515 4.3525
O -10.0382 2.5343 4.4487
N -8.1755 1.4224 4.0648
C -8.9427 0.2526 3.7285
H -8.4276 4.5894 4.2319
H -6.8990 3.5907 4.3664
H -8.0313 3.7621 5.7658
H -7.2217 1.3488 3.8924
H -9.5193 0.5224 2.7938
H -9.6912 -0.0926 4.4382
H -8.3009 -0.5293 3.4721
C -5.0467 -0.6092 1.6542
C -5.1670 -0.2402 3.1022
O -5.3803 0.9213 3.5003
N -5.0836 -1.3063 3.8633
C -5.1841 -1.1659 5.2657
H -4.1959 -0.0199 1.2212
H -5.8422 -0.2132 1.0324
H -4.8541 -1.6551 1.4124
H -4.8833 -2.2152 3.4830
H -5.6201 -1.9867 5.8816
H -5.8989 -0.3282 5.3511
H -4.3105 -0.7626 5.7006
*
```

These are the Löwdin partial charges, in e, on atoms 1 to 6: C -0.077; O -0.206; C -0.216; C -0.224; O -0.197; C -0.073

---

No. 4
C38H54BrIInPSi2 | the ωB97M-V functional and the def2-TZVPD basis

Calculated values
LUMO = -0.2299 hartree
Energy relative to the best compared isomer or geometry (same formula, charge and spin) = 0.0 kcal per mole
E_HOMO = -13.71 eV

ORCA input file:
```
! wB97M-V def2-TZVPD RIJCOSX def2/J DEFGRID3
* xyz 2 1
In -1.6961 -0.0067 0.9498
I -1.4761 -1.4261 3.5647
C -3.5145 -1.8061 2.9349
C -4.3938 -1.3645 3.9125
C -5.7613 -1.6735 3.8412
C -6.2396 -2.2617 2.7324
C -5.4154 -2.6588 1.6978
C -6.0091 -3.1936 0.5276
C -5.2252 -3.6365 -0.5049
C -3.8210 -3.6253 -0.3916
C -3.1932 -3.0418 0.6850
P -1.4458 -2.5905 0.2979
C -1.0131 -2.8537 -1.4117
C -1.5121 -2.0095 -2.3896
C -1.1554 -2.2169 -3.6958
C -0.2906 -3.2525 -4.0262
C 0.2457 -4.0767 -3.0333
C -0.1677 -3.9760 -1.7276
C -0.2935 -3.6692 1.1976
C 1.0829 -3.3805 1.1489
C 2.0161 -4.2346 1.6375
C 1.5440 -5.4217 2.2719
C 0.2213 -5.7555 2.2498
C -0.7701 -4.8433 1.7369
C -3.9856 -2.5364 1.8037
H -4.0461 -0.8636 4.8193
H -6.3626 -1.4111 4.6862
H -7.2829 -2.4525 2.6695
H -7.1167 -3.2976 0.4814
H -5.6745 -4.0954 -1.3890
H -3.3296 -4.0563 -1.2057
H -2.0492 -1.1290 -2.0714
H -1.6788 -1.6348 -4.4385
H 0.0572 -3.3570 -5.0522
H 0.9626 -4.8820 -3.3510
H 0.0587 -4.6615 -0.9701
H 1.3504 -2.4508 0.7132
H 3.0603 -3.9261 1.7001
H 2.2543 -6.1577 2.6187
H -0.1182 -6.6769 2.6896
H -1.8127 -5.1612 1.6567
C 4.5072 0.3695 -2.8542
C 3.0469 0.3634 -2.3867
C 2.0663 0.3422 -3.5024
C 2.7626 -1.0110 -1.7440
Si 2.7276 1.7778 -1.0647
Br 0.4730 1.1017 -0.2939
C 3.6902 1.5482 0.6465
C 3.6453 0.0946 1.2385
C 3.1023 2.4871 1.7840
C 5.0826 2.0250 0.3575
C 2.3399 3.6058 -1.6686
C 1.1993 3.6826 -2.7246
C 1.9163 4.4909 -0.3901
C 3.5580 4.2098 -2.3466
H 4.5732 -0.3365 -3.6880
H 5.0929 0.0788 -2.0265
H 4.8225 1.3687 -3.1819
H 2.1191 -0.6361 -3.9937
H 2.2706 0.9827 -4.3485
H 1.0439 0.3232 -3.2342
H 2.9114 -1.7990 -2.5099
H 1.7944 -1.1648 -1.3257
H 3.3825 -1.2030 -0.9149
H 2.5892 -0.2684 1.0743
H 3.8858 -0.0191 2.2836
H 4.2669 -0.5684 0.6631
H 2.0102 2.4751 1.8063
H 3.4007 3.5213 1.6691
H 3.4309 2.0970 2.7820
H 5.5983 1.3841 -0.3670
H 5.6091 2.0348 1.3076
H 5.1586 3.0357 -0.0301
H 0.2949 3.1817 -2.4310
H 1.5141 3.1900 -3.6842
H 0.9539 4.7631 -2.8394
H 1.2088 4.0940 0.2943
H 1.4031 5.4006 -0.7184
H 2.8098 4.7951 0.1186
H 3.7992 3.7281 -3.3000
H 4.4624 4.1377 -1.7024
H 3.3149 5.3278 -2.4523
C -3.8563 4.3599 2.4554
Si -2.4696 3.4417 1.6318
C -0.9448 3.4907 2.7447
C -1.9970 4.0680 -0.1280
C -3.0358 1.6350 1.4123
H -3.7751 5.4454 2.2627
H -4.0072 4.2258 3.5637
H -4.8253 4.0707 2.0157
H -0.5808 4.4656 2.8847
H -0.1194 2.9302 2.2686
H -1.1621 2.9911 3.6567
H -1.6640 5.1168 -0.0546
H -2.9142 3.9352 -0.7321
H -1.2026 3.4793 -0.5325
H -3.5684 1.7426 0.4782
H -3.7192 1.3152 2.2047
*
```

These are the Löwdin partial charges, in e, on atoms 1 to 6: In 0.466; I 1.140; C -0.543; C -0.146; C -0.036; C -0.017